DFT (the ωB97M-V functional and the def2-TZVPD basis) results for 4 unconnected molecules or ions with the total composition C4H14NO5.

Its total charge is -1. The energy above the lowest of the compared OMol25 structures with the same formula, charge and spin is 211.83 kJ/mol. The value obtained for the orbital gap is 0.32167 Ha. As for the lowest unoccupied orbital energy: 3.7 eV.

Each line ends with the Löwdin charge.
Cartesian coordinates (Å):
1 C -1.07448 -1.05937 -2.24385  -0.096
2 C 0.12572 -0.34612 -1.39775  -0.435
3 C 0.63034 -1.34816 -0.37112  -0.104
4 C 1.82188 -0.59027 0.31392  -0.670
5 O 1.88097 -0.65934 1.54982  -0.106
6 O 2.51728 0.26775 -0.33655  -0.084
7 N -0.43938 0.86275 -0.79754  0.019
8 H -1.44401 -0.34174 -3.02106  0.066
9 H -1.69462 -1.58152 -1.59205  0.022
10 H -0.70107 -1.94054 -2.94882  0.086
11 H 0.98298 -0.13938 -2.17178  0.153
12 H -0.03087 -1.50907 0.56512  0.135
13 H 0.85872 -2.34901 -0.80364  0.113
14 H -0.39321 0.94808 0.31651  0.108
15 H 0.00642 1.71201 -1.05326  0.051
16 H -2.78493 0.35531 -0.77116  -0.085
17 H -2.69231 1.00555 0.48300  -0.029
18 O -3.28328 0.63479 -0.10128  0.005
19 H 0.40346 0.05994 2.13746  -0.008
20 H -0.46485 1.21863 2.81342  0.056
21 O -0.52054 0.40522 2.24246  -0.133
22 H 2.33692 0.69093 2.40542  0.048
23 H 2.11686 2.16793 2.05613  0.024
24 O 1.84199 1.53563 2.72660  -0.135